# 1
Molecular formula: C12H8ClN3O2PtSe4
Method: DFT, the ωB97M-V functional and the def2-TZVPD basis

Values from the calculation:
Total charge ... 0
Multiplicity ... 1
Energy ... -298297.3265 eV
Maximum force ... 0.29 eV/A

Each line ends with the natural charge from an NBO analysis.
CARTESIAN COORDINATES (ANGSTROEM)
H: -0.765 -5.199 0.171  0.237
C: 1.335 -4.742 -0.004  -0.133
H: -1.420 -2.792 0.282  0.250
C: 2.740 1.193 -0.029  0.647
C: -0.274 4.162 0.386  -0.229
O: 4.004 -1.482 -0.168  -0.525
Se: -2.298 -0.196 0.084  -0.254
Cl: -0.012 -0.016 -2.181  -0.533
C: -0.574 2.810 0.396  0.081
Pt: 0.170 -0.119 0.196  1.040
N: 0.384 1.899 0.247  -0.404
C: 2.824 -1.269 -0.058  0.649
H: 1.293 5.614 0.206  0.231
N: 2.188 -0.061 0.074  -0.691
Se: -1.469 -1.357 3.250  -0.021
C: 2.267 -3.718 -0.062  -0.195
C: -0.007 -4.431 0.122  -0.233
C: 1.670 2.271 0.096  0.129
C: 1.828 -2.414 0.007  0.134
C: 2.028 3.601 0.074  -0.193
Se: 0.444 -0.177 2.639  -0.193
H: 1.655 -5.774 -0.056  0.231
C: 1.039 4.563 0.219  -0.133
N: 0.516 -2.127 0.127  -0.411
H: 3.074 3.840 -0.055  0.261
H: 3.329 -3.891 -0.161  0.260
H: -1.580 2.432 0.512  0.246
Se: -2.959 0.149 2.312  -0.043
H: -1.074 4.877 0.509  0.237
C: -0.390 -3.102 0.186  0.082
O: 3.890 1.490 -0.222  -0.525

=====

# 2
Molecular formula: C12H8F6N2O4S3Sr
Method: DFT, the ωB97M-V functional and the def2-TZVPD basis

Values from the calculation:
Total charge ... 0
Multiplicity ... 1
Energy relative to the best compared isomer or geometry (same formula, charge and spin) ... 45.05 kJ/mol
Energy ... -73392.8360 eV
Maximum force ... 1.39 eV/A

Each line ends with the natural charge from an NBO analysis.
CARTESIAN COORDINATES (ANGSTROEM)
S: -1.231 2.501 -3.034  2.244
O: -0.048 2.180 -2.272  -1.018
H: -1.814 -2.408 2.367  0.234
F: -5.187 1.171 -2.093  -0.286
O: -1.292 3.722 -3.745  -0.864
N: -2.547 2.259 -2.156  -1.202
C: 4.013 -0.589 2.775  -0.246
C: -1.441 -1.657 1.672  -0.658
H: 2.079 -0.919 4.607  0.218
F: -4.898 -0.021 -0.292  -0.301
H: -1.558 -2.055 0.662  0.211
F: -2.498 0.762 -4.594  -0.294
F: -0.507 0.122 -4.012  -0.335
C: 4.867 -0.486 1.712  -0.184
O: -2.058 1.082 0.055  -0.972
O: -2.484 -0.248 -1.894  -1.006
H: -2.068 -0.770 1.773  0.245
C: 0.419 -1.277 3.317  -0.273
C: 2.645 -0.819 2.531  -0.016
C: 2.155 -0.917 1.204  0.094
F: -0.771 1.712 -5.470  -0.287
C: -1.264 1.176 -4.372  0.732
N: 0.822 -1.139 0.964  -0.570
H: 5.095 -0.545 -0.421  0.226
Sr: -0.027 -0.071 -1.205  1.805
C: -0.004 -1.342 1.971  0.248
C: 3.059 -0.819 0.100  -0.137
C: 4.393 -0.609 0.400  -0.227
C: -4.552 1.099 -0.933  0.758
H: -0.302 -1.443 4.106  0.221
S: -2.735 1.015 -1.221  2.194
H: 5.925 -0.318 1.871  0.216
S: 2.582 -1.000 -1.579  -0.566
C: 1.722 -0.994 3.587  -0.124
F: -4.849 2.153 -0.181  -0.291
H: 4.360 -0.508 3.797  0.211

=====

# 3
Molecular formula: C12H9Cl6O6
Method: DFT, the ωB97M-V functional and the def2-TZVPD basis

Values from the calculation:
Total charge ... -1
Multiplicity ... 1
Energy relative to the best compared isomer or geometry (same formula, charge and spin) ... 145.60 kJ/mol
Energy ... -100008.8094 eV
Maximum force ... 3.10 eV/A

Each line ends with the natural charge from an NBO analysis.
CARTESIAN COORDINATES (ANGSTROEM)
C: 4.129 -1.731 7.269  -0.020
Cl: -0.020 -2.088 5.840  -0.019
C: 1.638 -1.579 5.775  -0.257
O: -0.821 0.522 2.246  -0.524
H: 3.608 -0.267 -1.432  0.207
C: 2.068 -0.516 6.519  -0.026
Cl: 4.622 -4.301 6.388  0.009
C: -1.613 1.607 2.688  -0.262
C: 3.268 -0.541 7.263  -0.209
H: -1.334 1.878 3.704  0.202
Cl: 5.473 -1.984 8.378  -0.007
Cl: 1.097 0.911 6.444  0.006
C: -0.427 -2.403 1.869  -0.272
C: 2.286 -0.195 0.591  0.778
C: 2.534 -2.743 5.696  0.407
H: -0.760 -3.123 1.115  0.190
C: 0.485 0.790 2.053  0.763
Cl: 1.624 -0.806 3.228  0.042
C: 3.763 -2.794 6.509  -0.179
H: -2.632 1.229 2.556  0.190
O: 2.934 -1.358 0.215  -0.494
C: 1.175 -0.532 1.565  0.075
O: 1.025 1.881 2.142  -0.585
O: 2.356 0.884 0.067  -0.548
Cl: 3.475 0.775 8.366  -0.008
O: 0.594 -1.625 1.077  -0.518
O: 2.267 -3.710 4.957  -0.673
H: 3.975 -2.027 -1.453  0.189
H: 0.030 -2.877 2.754  0.234
C: 3.934 -1.139 -0.818  -0.272
H: 4.928 -0.983 -0.350  0.190
H: -1.486 2.528 2.035  0.190
H: -1.267 -1.677 2.120  0.203

=====

# 4
Molecular formula: C12H9ClIKN2OS5Sb
Method: DFT, the ωB97M-V functional and the def2-TZVPD basis

Values from the calculation:
Total charge ... -2
Multiplicity ... 2
<S²> ... 0.76
Energy relative to the best compared isomer or geometry (same formula, charge and spin) ... 58.20 kJ/mol
Energy ... -115284.7537 eV
Maximum force ... 2.21 eV/A

Each line ends with the Löwdin spin population.
CARTESIAN COORDINATES (ANGSTROEM)
Cl: -1.484 -3.565 3.207  0.000
S: -2.131 2.878 0.864  0.000
C: -0.636 -2.861 0.289  0.000
C: -0.220 -2.637 -0.995  0.000
C: 0.524 -0.843 0.939  0.000
H: -1.439 0.268 -1.334  0.001
Sb: 3.745 0.953 -3.917  0.350
S: 4.971 0.792 -1.919  0.199
C: 0.613 -0.147 3.256  0.000
H: -2.531 1.362 -2.166  0.000
H: -1.258 -3.712 0.535  0.000
C: 0.947 0.179 1.912  0.000
H: -3.793 1.516 -0.200  0.000
H: -0.503 -3.309 -1.795  0.000
S: 1.442 1.266 -3.474  0.165
C: -1.906 1.246 -1.278  0.001
H: 0.960 -1.316 -2.274  0.004
S: 3.992 -0.946 -5.216  0.252
H: -0.337 -1.451 4.680  0.000
C: -0.244 -1.979 1.323  0.000
S: 0.211 4.439 -0.168  0.000
C: 0.589 -1.518 -1.270  0.004
C: -2.733 1.385 0.010  0.000
O: 1.558 1.222 1.564  0.000
H: -0.119 2.211 -1.965  0.004
N: 0.923 -0.653 -0.342  0.001
C: -0.549 -2.165 2.692  0.000
K: 2.609 1.462 -0.382  0.015
I: 1.240 1.220 4.717  0.000
C: -0.848 3.183 -0.320  0.000
C: -0.112 -1.275 3.636  0.000
N: -0.876 2.271 -1.274  0.003
H: -2.606 0.525 0.664  0.000

=====

# 5
Molecular formula: C12H9ClN5O3S
Method: DFT, the ωB97M-V functional and the def2-TZVPD basis

Values from the calculation:
Total charge ... -1
Multiplicity ... 1
Energy relative to the best compared isomer or geometry (same formula, charge and spin) ... 240.93 kJ/mol
Energy ... -49538.5651 eV
Maximum force ... 7.46 eV/A

Each line ends with the natural charge from an NBO analysis.
CARTESIAN COORDINATES (ANGSTROEM)
H: -1.431 2.798 -5.016  0.224
Cl: -3.765 4.362 -4.294  -0.008
C: -3.520 2.551 -2.254  -0.255
S: -1.057 -0.809 -1.669  2.146
C: 3.056 -3.946 4.660  -0.641
N: 1.164 -2.338 4.143  -0.346
H: 1.028 -2.422 -0.102  0.443
C: -1.805 0.753 -2.393  -0.249
C: -2.921 1.386 -1.714  -0.174
C: -1.302 1.309 -3.600  -0.186
H: 0.768 -2.168 5.105  0.407
O: -2.131 -1.447 -0.910  -0.974
H: 3.088 -5.021 4.336  0.240
C: 1.892 -3.472 2.478  -0.312
O: -0.795 -1.710 -2.807  -0.997
H: -3.345 0.932 -0.810  0.246
C: -2.957 3.133 -3.418  -0.060
N: 3.248 -5.011 0.986  -0.346
C: 2.624 -4.425 1.726  0.279
C: 0.063 -0.895 0.351  0.703
N: 0.513 -1.797 3.096  -0.274
N: 0.628 -2.023 0.729  -0.627
H: -0.308 0.919 -3.961  0.247
N: 0.475 -0.627 -0.895  -0.880
C: -1.883 2.534 -4.065  -0.249
H: 2.793 -4.016 5.794  0.213
H: 4.012 -3.539 4.596  0.232
H: -4.243 2.933 -1.510  0.232
O: -0.104 0.038 1.084  -0.620
C: 0.910 -2.388 2.027  0.394
C: 2.064 -3.281 3.809  0.192

=====

# 6
Molecular formula: C12H9I2N2SbSe4W
Method: DFT, the ωB97M-V functional and the def2-TZVPD basis

Values from the calculation:
Total charge ... 0
Multiplicity ... 3
<S²> ... 2.03
Energy relative to the best compared isomer or geometry (same formula, charge and spin) ... 0.00 kJ/mol
Energy ... -301521.8838 eV
Maximum force ... 0.46 eV/A

Each line ends with the Löwdin spin population.
CARTESIAN COORDINATES (ANGSTROEM)
H: 1.720 3.903 -1.486  0.000
C: -3.682 1.688 -2.550  0.008
H: -4.185 -0.183 -3.469  0.000
Sb: 2.220 -1.558 -3.645  0.009
I: -2.114 1.735 2.322  0.744
I: -0.543 -0.849 1.117  0.239
H: -2.863 3.407 -1.532  0.000
Se: 0.474 -2.571 -2.032  0.051
Se: 4.188 -1.417 -2.040  0.043
Se: 2.988 -0.423 -0.275  -0.060
H: -2.075 -1.279 -2.930  0.001
C: 2.044 3.635 -0.489  0.001
H: 4.235 4.522 1.932  0.000
C: -2.717 2.384 -1.855  -0.002
C: -3.428 0.369 -2.924  -0.001
C: 1.456 2.561 0.157  0.001
C: -2.227 -0.255 -2.617  0.010
C: 3.449 3.971 1.432  0.001
C: -1.229 0.416 -1.912  0.009
C: 3.053 4.337 0.154  0.000
N: -0.570 2.464 -0.836  -0.001
H: -4.625 2.155 -2.800  0.000
W: 0.743 -0.272 -1.296  0.862
H: 3.135 2.624 3.074  0.000
C: -1.521 1.737 -1.549  0.004
C: 1.840 2.181 1.432  0.000
C: 2.837 2.901 2.072  -0.001
H: 3.528 5.170 -0.346  0.000
Se: 1.481 0.858 -3.381  0.076
H: 1.345 1.352 1.922  -0.001
N: 0.443 1.807 -0.536  0.007

=====

# 7
Molecular formula: C12H9N3
Method: DFT, the ωB97M-V functional and the def2-TZVPD basis

Values from the calculation:
Total charge ... 0
Multiplicity ... 1
Energy relative to the best compared isomer or geometry (same formula, charge and spin) ... 478.54 kJ/mol
Energy ... -17054.2768 eV
Maximum force ... 5.12 eV/A

Each line ends with the natural charge from an NBO analysis.
CARTESIAN COORDINATES (ANGSTROEM)
C: -3.108 0.182 0.675  -0.196
C: 0.979 1.305 -0.205  -0.226
C: -2.592 -1.031 1.030  -0.168
C: -0.346 -0.802 0.026  0.022
C: -1.372 -1.506 0.496  -0.292
C: 1.849 -2.067 0.664  0.212
N: 1.303 3.852 -0.397  -0.325
H: 2.993 0.854 0.026  0.222
H: 2.892 -1.957 -1.833  0.415
H: -4.079 0.337 1.069  0.207
H: 2.112 0.539 1.470  0.253
C: 2.098 -0.957 -0.148  0.223
H: -1.133 -2.435 0.886  0.225
C: -2.625 1.091 -0.302  -0.190
H: -3.130 -1.601 1.657  0.206
H: 2.792 -0.296 -1.893  0.395
H: -3.311 1.736 -0.732  0.215
C: 2.092 0.414 0.397  -0.451
N: 1.785 -3.059 1.248  -0.311
C: 1.109 2.724 -0.308  0.261
H: -1.233 1.929 -1.481  0.212
N: 2.518 -1.059 -1.410  -0.723
C: -1.389 1.205 -0.748  -0.158
C: -0.204 0.602 -0.185  -0.029

=====

# 8
Molecular formula: C12H9N3S4SbTi
Method: DFT, the ωB97M-V functional and the def2-TZVPD basis

Values from the calculation:
Total charge ... +1
Multiplicity ... 1
Energy relative to the best compared isomer or geometry (same formula, charge and spin) ... 46.03 kJ/mol
Energy ... -90052.2609 eV
Maximum force ... 4.12 eV/A

Each line ends with the natural charge from an NBO analysis.
CARTESIAN COORDINATES (ANGSTROEM)
Sb: -4.581 1.226 2.793  1.089
S: -3.633 -0.887 3.354  -0.592
S: -4.456 0.421 0.443  -0.419
H: -0.664 3.627 -2.911  0.236
C: 1.420 3.297 -3.325  -0.180
H: 3.238 0.717 -2.116  0.220
S: -2.196 1.925 2.426  -0.425
C: 0.068 1.878 -1.938  -0.234
H: -0.211 -4.291 3.428  0.256
N: -1.144 0.270 -0.129  -0.734
H: 1.508 4.164 -3.961  0.237
C: 0.195 2.998 -2.736  -0.184
H: 2.167 -1.889 0.805  0.230
C: 0.056 -1.446 0.905  0.150
C: -0.001 -0.361 -0.088  0.484
H: -2.191 -2.941 2.768  0.251
C: 2.509 2.481 -3.092  -0.184
Ti: -2.431 -0.089 1.381  0.826
H: 1.898 -0.647 -0.794  0.422
C: 2.382 1.354 -2.287  -0.232
C: 1.161 1.045 -1.710  0.179
C: 1.132 -3.175 2.164  -0.104
N: -1.135 -1.720 1.489  -0.502
N: 1.055 -0.097 -0.884  -0.552
S: -1.529 1.519 -1.198  0.570
C: 1.213 -2.149 1.237  -0.200
C: -1.210 -2.737 2.347  0.122
H: 2.018 -3.716 2.452  0.249
H: 3.463 2.714 -3.536  0.236
C: -0.103 -3.492 2.712  -0.212

=====

Q: What is the maximum force in the second record?
A: 1.39 eV/A